(1)
{"formula": "C5H13N", "method": "wB97M-V/def2-TZVPD", "symbols": ["C", "C", "C", "C", "C", "N", "H", "H", "H", "H", "H", "H", "H", "H", "H", "H", "H", "H", "H"], "positions_angstrom": [[-0.322004, 1.544790, -1.857098], [0.500580, 1.526809, -0.613668], [-0.234788, 0.709622, 0.533757], [0.363205, -0.730861, 0.743433], [-0.501469, -1.325767, 1.849211], [0.256481, -1.561377, -0.527970], [-0.034440, 1.203844, -2.876794], [-0.873605, 2.629264, -2.060775], [-1.278195, 0.822714, -1.635900], [1.405841, 1.020647, -0.779752], [0.846215, 2.570955, -0.500201], [-0.096310, 1.164441, 1.554828], [-1.312024, 0.393871, 0.262369], [1.414992, -1.006734, 1.096737], [-0.168673, -0.789459, 2.873073], [-0.383237, -2.467434, 2.029795], [-1.691035, -1.110263, 1.508648], [0.886619, -1.325305, -1.406112], [0.655347, -2.524453, -0.303928]], "forces_ev_per_angstrom": [[-5.6398, 0.4897, -1.6281], [-0.5281, 0.2011, 0.4012], [1.3824, -0.5691, 0.2464], [1.0262, -1.5113, -0.8527], [-2.1250, -0.4010, 1.0417], [1.4078, -1.3178, -1.2492], [0.7428, 0.2411, 0.9805], [1.4913, -2.6380, 0.6052], [2.1004, 1.7210, -0.8472], [1.3476, -0.8997, -0.3271], [-0.5072, -0.4422, 1.1203], [-0.7325, -0.0414, -1.1002], [1.5485, 1.3326, 0.5295], [-0.7967, 1.9065, -0.1719], [-1.2271, -1.1375, -2.2826], [-0.1183, 1.9282, -0.4981], [3.1312, -0.7135, 1.5019], [-1.5580, 0.2880, 2.7077], [-0.9454, 1.5631, -0.1773]], "e_lumo_ev": 1.073, "mol_weight_g_mol": 87.2, "energy_ev": -6883.3620, "homo_ev": -9.148, "smiles": "CCC[C@@H](C)N", "e_above_lowest_ev": 2.835, "fmax_ha_per_bohr": 0.11455}



(2)
{"formula": "C5H13N2", "method": "wB97M-V/def2-TZVPD", "symbols": ["C", "C", "C", "C", "N", "C", "N", "H", "H", "H", "H", "H", "H", "H", "H", "H", "H", "H", "H", "H"], "positions_angstrom": [[-0.379187, -1.408146, -0.405270], [0.417340, -0.673182, 0.692428], [0.094377, 0.787539, 0.570284], [0.995088, 1.585045, -0.036795], [0.810493, 2.775037, -0.676854], [-1.273844, 1.238488, 0.924063], [0.204021, -2.732209, -0.809565], [-0.607073, -0.779667, -1.256820], [-1.361816, -1.626588, 0.027954], [1.477291, -0.922851, 0.591570], [0.156033, -1.014071, 1.702004], [2.014973, 1.211476, -0.138214], [1.588167, 3.399692, -0.848453], [-0.113275, 3.120537, -0.887632], [-1.611350, 0.907808, 1.907625], [-2.088735, 1.035252, 0.218253], [-1.349685, 2.327709, 1.057376], [1.227201, -2.590886, -0.902160], [-0.275740, -3.148817, -1.646707], [0.075721, -3.492168, -0.083088]], "forces_ev_per_angstrom": [[-1.2571, -0.4000, 1.3855], [0.0934, -0.1893, 0.1661], [0.8360, 0.5716, -0.5275], [0.3178, -0.9402, -0.0192], [-0.2036, 0.9232, -0.0680], [-1.0461, 1.1138, 0.3045], [-0.1612, 0.2879, 0.6158], [0.6117, -0.0814, -0.3257], [0.0479, -0.1627, -0.2413], [0.0560, 0.5076, -0.1263], [-0.2286, -0.3346, -0.2607], [-0.1466, -0.0415, -0.0553], [-0.3834, -0.3144, 0.1154], [0.2373, -0.0212, 0.2310], [0.1287, -0.5836, -0.0218], [0.1826, -0.4211, -0.0920], [0.4428, -0.0241, -0.2666], [0.1321, -0.4191, -0.6748], [0.3779, 0.2129, -0.3331], [-0.0376, 0.3162, 0.1943]], "e_lumo_ev": [0.786, 0.720], "mol_weight_g_mol": 101.2, "energy_ev": -8372.2456, "homo_ev": [-3.592, -8.018], "spin_multiplicity": 2, "e_above_lowest_ev": 2.036, "fmax_ha_per_bohr": 0.03720}



(3)
{"formula": "C5H13N2", "method": "wB97M-V/def2-TZVPD", "symbols": ["C", "C", "C", "N", "C", "C", "N", "H", "H", "H", "H", "H", "H", "H", "H", "H", "H", "H", "H", "H"], "positions_angstrom": [[2.000862, 0.907114, -0.160993], [0.518941, 0.713855, -0.416606], [-0.529455, 0.838938, 0.659119], [-1.850665, 1.239434, 0.239143], [-0.271079, -0.525647, 0.111185], [0.557427, -1.730307, 0.576907], [-1.278883, -0.812155, -0.948534], [2.609460, -0.065324, -0.068885], [2.090975, 1.486282, 0.720351], [2.291502, 1.520561, -1.094928], [0.189227, 0.954112, -1.398690], [-0.234928, 1.228917, 1.591600], [-2.014035, 2.115569, -0.269109], [-2.507347, 1.262074, 0.911101], [1.375436, -1.772652, -0.228634], [-0.148642, -2.558885, 0.554751], [0.908869, -1.937999, 1.627971], [-0.897294, -0.985755, -1.918035], [-1.802904, 0.086594, -0.735068], [-1.846689, -1.567847, -0.669125]], "forces_ev_per_angstrom": [[0.0311, -0.5292, -2.2288], [-0.7161, -1.2485, 1.0793], [-0.7425, 0.7527, -1.1864], [1.4418, 1.4620, -3.2573], [3.0515, -0.2326, -0.4373], [-0.1086, -0.2949, -0.5243], [1.8138, -0.7513, -0.4755], [-0.9352, 1.5660, -0.2990], [0.6466, 0.6158, 0.8136], [0.3566, -1.0075, 1.7927], [-0.2149, 0.4579, -0.6816], [0.5237, -0.2884, 1.2286], [0.9566, -0.2279, 0.1627], [-2.5843, -0.3691, 3.2625], [-1.0068, -0.7887, 1.6063], [0.1961, -0.5321, -0.7601], [0.0643, 1.4939, -1.0182], [-0.4725, 0.4222, 1.4630], [-1.3304, 0.8277, -0.7072], [-0.9709, -1.3282, 0.1669]], "e_lumo_ev": -2.989, "mol_weight_g_mol": 101.2, "energy_ev": -8367.7072, "homo_ev": -14.312, "smiles": "C[C@@H]1[C@@H](N)[C@@]1(C)[NH3+]", "e_above_lowest_ev": 3.103, "fmax_ha_per_bohr": 0.08126, "total_charge": 1}



(4)
{"formula": "C5H13N2", "method": "wB97M-V/def2-TZVPD", "symbols": ["C", "C", "C", "C", "C", "N", "N", "H", "H", "H", "H", "H", "H", "H", "H", "H", "H", "H", "H", "H"], "positions_angstrom": [[-0.890439, 2.622041, 0.277015], [-0.873269, 1.131700, 0.477360], [-0.583307, 0.252565, -0.795116], [0.387279, -1.067724, -0.623015], [0.811192, -1.078728, 0.848820], [1.395177, 0.164480, 1.263796], [-0.214567, -2.093164, -1.587021], [-1.654089, 2.757230, -0.431064], [0.070853, 2.971059, -0.064574], [-1.111623, 3.318458, 1.085152], [-0.058732, 0.869489, 1.198914], [2.234660, -0.084647, 1.816131], [-0.159831, 0.831504, -1.667766], [-1.534197, -0.211179, -1.154047], [1.619537, -1.833185, 0.825302], [-1.776855, 0.808142, 1.066634], [0.028710, -1.449965, 1.599234], [0.218900, -3.036052, -1.604074], [-0.536928, -1.860390, -0.360182], [1.286581, -0.738793, -1.157475]], "forces_ev_per_angstrom": [[1.2056, -0.0898, 0.7914], [-1.8830, -0.5150, -1.2646], [0.0838, 0.4694, -0.1855], [2.2796, 5.2213, -2.2376], [0.6042, -1.0132, 0.3254], [-0.0539, -1.5618, -3.1771], [-1.9921, 0.3049, 4.3539], [-0.9003, 0.5928, -1.4464], [0.2591, 0.0485, -0.7759], [-0.2892, -0.7730, 0.5914], [1.6239, -0.1212, 1.6168], [-1.0865, 0.6348, 1.8575], [-0.5197, -0.3860, 1.2129], [0.4384, 0.3456, 0.3476], [0.1552, -0.1303, 0.9188], [0.7949, -0.1517, -0.4741], [1.0193, 0.1266, -0.5502], [0.2681, 0.7464, 0.7808], [-2.3202, -3.9101, -3.3003], [0.3128, 0.1618, 0.6150]], "e_lumo_ev": -8.924, "mol_weight_g_mol": 101.2, "energy_ev": -8359.1319, "homo_ev": -14.029, "e_above_lowest_ev": 11.678, "fmax_ha_per_bohr": 0.11903, "total_charge": 1}



(5)
{"formula": "C5H13N2", "method": "wB97M-V/def2-TZVPD", "symbols": ["C", "C", "C", "C", "C", "N", "N", "H", "H", "H", "H", "H", "H", "H", "H", "H", "H", "H", "H", "H"], "positions_angstrom": [[1.137743, -0.846381, -2.032619], [0.059842, -0.135067, -2.243576], [0.423899, 0.289771, 1.039481], [-0.379113, 1.413187, 0.527721], [-1.632052, -0.895325, 1.147678], [1.738679, 0.363840, 1.081407], [-0.217830, -0.899518, 0.985340], [2.102636, -0.357137, -2.274471], [0.984963, -1.934885, -1.745068], [-0.969871, -0.561457, -2.052364], [-0.008256, 0.896546, -2.701617], [0.215450, 2.117136, -0.072417], [-0.988421, 1.707718, 1.381428], [-1.026928, 1.031466, -0.265344], [-2.090118, -0.356826, 0.328945], [-2.027132, -1.816718, 1.250262], [-1.945418, -0.399451, 2.064824], [2.392332, -0.433082, 1.337891], [2.307104, 1.217907, 1.204713], [0.236888, -1.751929, 1.318896]], "forces_ev_per_angstrom": [[0.6678, -0.8544, -0.1716], [-2.8200, 1.1233, -0.6152], [0.3163, -2.0562, -2.7201], [0.0365, 0.3046, -0.2779], [-0.5455, 2.9382, 0.0991], [2.6662, -0.8412, 1.5561], [1.8067, 0.5340, 1.7149], [-0.4005, -0.9982, 0.2989], [0.8192, 1.5657, -0.2002], [1.2134, 0.3158, -0.2798], [0.5606, -1.1984, 0.7157], [0.0000, 0.3694, 1.2281], [-0.1097, 1.0633, -0.3616], [-0.1004, -0.1461, 0.4380], [-0.3494, -0.3175, -0.1685], [-0.9483, -3.3011, -0.1919], [0.1334, 0.3109, 0.1322], [-1.7650, 0.8739, -0.4732], [-1.3385, -0.2139, -0.4945], [0.1573, 0.5278, -0.2286]], "e_lumo_ev": -3.596, "mol_weight_g_mol": 101.2, "energy_ev": -8368.2018, "homo_ev": -13.773, "e_above_lowest_ev": 2.609, "fmax_ha_per_bohr": 0.06690, "total_charge": 1}



(6)
{"formula": "C5H13N2", "method": "wB97M-V/def2-TZVPD", "symbols": ["C", "C", "C", "C", "N", "C", "N", "H", "H", "H", "H", "H", "H", "H", "H", "H", "H", "H", "H", "H"], "positions_angstrom": [[-1.610798, -0.719536, -1.311970], [-0.480100, -1.721908, -0.984172], [0.900859, -1.174527, -0.646964], [1.071824, 0.324772, -0.233018], [1.082878, 0.544041, 1.208721], [0.599009, 1.524708, 1.925785], [-0.349227, 2.335430, 1.503746], [-1.246260, -0.023132, -2.097043], [-1.702714, -0.010631, -0.483090], [-2.563281, -1.163807, -1.557392], [-0.417156, -2.487917, -1.767558], [-0.805086, -2.289910, -0.070222], [1.412425, -1.952021, -0.001999], [1.527508, -1.282917, -1.520816], [0.113988, 0.688800, -0.588490], [1.864506, 0.782433, -0.851756], [1.398326, -0.245571, 1.756702], [0.993097, 1.758835, 2.914150], [-0.941206, 2.129747, 0.708604], [-0.848585, 2.983105, 2.096781]], "forces_ev_per_angstrom": [[1.9806, 1.1077, -0.1318], [-1.6822, -0.8098, 1.4516], [1.7290, -0.7248, 0.0414], [-2.0242, -1.3675, -1.0716], [0.8911, -0.5662, 0.5048], [-0.8897, 0.7898, -0.3379], [-0.7573, 0.1786, -0.3406], [-0.5500, -0.6451, -0.2204], [-0.5878, -0.3449, 0.3452], [-0.0641, -0.0937, -0.0604], [0.2014, 0.3294, 0.1107], [0.0045, 0.3528, -0.8158], [-0.4678, 1.2120, -0.0249], [0.0822, 0.2464, -0.5454], [0.1652, 0.8134, -0.2382], [-0.0191, 0.0641, 1.1726], [0.8084, 0.2292, 0.0121], [-0.1404, -0.6280, 0.0336], [0.5724, -0.2706, -0.3561], [0.7478, 0.1274, 0.4712]], "e_lumo_ev": -3.936, "mol_weight_g_mol": 101.2, "energy_ev": -8369.0501, "homo_ev": -14.558, "smiles": "CCCCNC=[NH2+]", "e_above_lowest_ev": 1.760, "fmax_ha_per_bohr": 0.05188, "total_charge": 1}



(7)
{"formula": "C5H13N2", "method": "wB97M-V/def2-TZVPD", "symbols": ["C", "C", "C", "C", "N", "C", "N", "H", "H", "H", "H", "H", "H", "H", "H", "H", "H", "H", "H", "H"], "positions_angstrom": [[-1.446011, 1.289078, 1.315737], [-1.136124, 1.755960, -0.091507], [0.225998, 1.150158, -0.617594], [0.505349, -0.281090, -0.311162], [1.455121, -0.571256, 0.703848], [0.027235, -1.300232, -1.025557], [0.911670, -2.549088, -0.831452], [-2.260253, 1.851759, 1.760619], [-1.502836, 0.193805, 1.313397], [-0.563116, 1.350541, 1.960719], [-0.988974, 2.821118, -0.200130], [-1.888228, 1.431777, -0.808918], [0.271528, 1.391513, -1.681573], [0.952408, 1.847530, -0.207902], [2.255568, 0.046466, 0.604373], [1.132921, -0.491857, 1.661209], [-0.912043, -1.538298, -1.487255], [0.428191, -3.094816, -0.108650], [1.711906, -2.133116, -0.316140], [0.819686, -3.169945, -1.632054]], "forces_ev_per_angstrom": [[1.1555, -0.3609, -0.0337], [0.9657, -1.0972, -0.6702], [-1.3283, 1.6005, 0.0103], [-0.4342, 1.2420, -0.3013], [1.3371, -0.2634, -0.8139], [1.3439, -1.5376, 0.9662], [-3.5568, 0.2496, 1.3854], [-0.2117, -0.5218, 0.1486], [-1.1827, 0.1107, -0.0396], [0.0430, 0.8985, 0.0798], [-0.3485, 0.3212, 0.1880], [-0.3777, 0.1718, 0.1985], [-0.0766, -0.5644, -0.1011], [0.6128, -0.5970, 0.4475], [-0.0337, 0.0763, 0.2538], [-0.3995, -0.1188, -0.1177], [0.0512, 0.6754, -0.7769], [0.2973, -0.1350, 0.1569], [0.8011, -0.4897, -0.5448], [1.3419, 0.3397, -0.4358]], "e_lumo_ev": -3.367, "mol_weight_g_mol": 101.2, "energy_ev": -8368.0664, "homo_ev": -13.986, "smiles": "CCC/C(N)=C/[NH3+]", "e_above_lowest_ev": 2.744, "fmax_ha_per_bohr": 0.07439, "total_charge": 1}



(8)
{"formula": "C5H13N2", "method": "wB97M-V/def2-TZVPD", "symbols": ["C", "C", "N", "C", "C", "C", "N", "H", "H", "H", "H", "H", "H", "H", "H", "H", "H", "H", "H", "H"], "positions_angstrom": [[-0.686621, 2.774720, -0.034438], [-0.404370, 1.512064, 0.348114], [-0.707860, 0.935156, 1.584708], [0.426780, 0.539110, -0.585831], [0.527038, -0.874022, -0.041737], [1.409155, -1.758880, -0.872966], [-0.950438, -1.625284, 0.040494], [-0.505034, 3.190542, -1.015873], [-0.765602, 3.589726, 0.715722], [-1.434711, 1.366767, 2.169790], [0.124581, 0.881482, 2.167840], [-0.350002, 0.577637, -1.342870], [1.375462, 0.936447, -1.014312], [0.788740, -0.926899, 1.011442], [0.923074, -1.846383, -1.854691], [2.440214, -1.372981, -0.923538], [1.534803, -2.741899, -0.443118], [-1.071930, -1.926694, -0.930006], [-0.953119, -2.274874, 0.817239], [-1.720161, -0.955735, 0.204030]], "forces_ev_per_angstrom": [[0.8855, 0.1135, 1.1381], [1.4281, 1.2235, -0.8754], [-0.2569, -0.0393, 1.4879], [-2.3458, 0.8246, 0.5886], [-0.5590, -0.4170, 0.8570], [-0.0685, -0.2024, -0.2324], [1.1096, 2.6887, -1.1561], [0.1272, -0.5234, -0.2523], [-0.9045, -0.9324, -0.3132], [0.4263, 0.1889, -0.8084], [-0.0768, -0.2560, 0.0172], [0.4583, -0.6202, -1.2438], [-0.7176, -0.3453, 0.6821], [0.2271, 0.3053, -0.0422], [0.7034, -0.0486, -0.0964], [-0.5918, 0.2118, -0.2862], [-0.2311, -0.4190, 0.1214], [-0.2449, -1.0730, 0.5608], [-0.0183, -0.7033, -0.4399], [0.6495, 0.0238, 0.2931]], "e_lumo_ev": -3.293, "mol_weight_g_mol": 101.2, "energy_ev": -8368.3015, "homo_ev": -12.382, "smiles": "C=C(N)C[C@H](C)[NH3+]", "e_above_lowest_ev": 2.509, "fmax_ha_per_bohr": 0.06087, "total_charge": 1}